Record 1
{"formula": "C33H29BCo2F6O8", "method": "wB97M-V/def2-TZVPD", "symbols": ["C", "C", "C", "C", "H", "Co", "H", "C", "H", "O", "H", "B", "H", "C", "O", "O", "F", "C", "C", "H", "H", "C", "C", "C", "H", "H", "C", "C", "H", "C", "H", "H", "C", "H", "C", "C", "F", "O", "H", "H", "C", "C", "H", "O", "H", "H", "F", "C", "Co", "O", "C", "H", "C", "C", "C", "H", "C", "C", "C", "H", "H", "H", "C", "C", "O", "C", "H", "F", "C", "C", "O", "F", "H", "C", "F", "H", "H", "H", "H"], "positions_angstrom": [[0.09, 1.76, 2.17], [-1.43, -0.12, 1.76], [4.49, 2.52, -3.54], [2.49, 3.71, -4.04], [0.55, -3.45, 3.26], [3.17, 3.10, -2.52], [0.23, 5.84, 3.93], [4.51, 3.33, -1.05], [-3.22, -3.82, -0.30], [4.12, 6.55, 0.83], [-3.39, 6.17, 1.60], [-0.90, -2.66, 0.81], [0.39, 2.53, 1.27], [-1.13, -1.43, -1.48], [5.37, 2.15, -4.18], [2.11, 0.44, -1.83], [-2.20, 0.46, -4.42], [-0.35, 5.66, 3.03], [1.79, 4.16, -1.59], [-0.70, 2.73, -0.47], [1.45, 5.06, -2.14], [-1.64, 6.15, 2.85], [-0.56, 4.41, 0.95], [-2.36, 5.82, 1.70], [-1.22, -1.95, 2.88], [-0.19, -0.92, -1.25], [-1.66, -2.36, -0.62], [-1.84, -1.09, -2.63], [1.94, -4.54, 2.99], [3.64, 5.59, 0.38], [-3.49, -1.55, -3.93], [-2.65, -1.82, 1.85], [-4.58, -3.68, -2.58], [1.16, 4.33, 2.23], [2.51, 1.48, -2.12], [1.23, 3.66, -0.44], [-0.14, -0.21, -4.03], [0.52, -2.55, 0.68], [3.05, -3.36, 0.52], [-0.19, -5.69, 2.95], [-3.41, -2.81, -2.18], [2.29, -4.13, 0.36], [0.13, 0.44, 0.41], [5.65, 3.13, -0.83], [-0.72, 2.16, 2.81], [2.12, -2.80, 2.74], [-4.86, -3.62, -3.91], [3.17, 3.20, 1.26], [2.98, 4.07, -0.24], [3.36, 2.67, 2.27], [-0.29, -5.32, -0.49], [-1.08, -6.62, 1.73], [0.01, 3.25, 0.19], [0.19, 4.81, 2.06], [-0.18, -6.01, 1.90], [-2.40, 4.68, -0.15], [-1.58, -1.57, 1.91], [-0.42, 0.69, 1.31], [-2.98, -1.79, -3.01], [-2.11, 6.69, 3.66], [-0.14, -4.50, -1.20], [-1.29, -5.73, -0.65], [-2.80, -3.07, -0.97], [1.43, -3.64, 2.63], [-1.29, -4.00, 1.25], [-1.34, 0.07, -3.44], [0.69, -6.65, 1.73], [-1.13, 1.18, -2.63], [-0.18, -4.81, 0.96], [-1.83, 4.97, 0.73], [2.04, 4.16, -5.00], [-4.33, -5.00, -2.28], [1.01, 1.56, 2.75], [1.05, -3.78, 1.15], [-5.72, -3.33, -1.90], [-2.22, 0.42, 2.27], [2.07, -4.17, -0.71], [2.70, -5.10, 0.68], [0.45, -6.10, -0.69]], "mulliken_charge": [-0.9586, -0.8636, 0.4844, 0.2476, 0.3308, -0.1140, 0.4264, 0.5910, 0.4793, -0.3347, 0.3843, 1.3671, -0.3810, -0.5319, -0.2970, -0.4246, -0.3192, -0.8951, -0.7174, 0.5557, 0.7407, -0.5081, 0.2276, -0.5865, 0.3264, 0.7599, -0.5000, 0.2602, 0.3978, 0.1280, 0.5449, 0.3734, 0.8484, 0.3921, 0.5675, 0.1849, -0.2755, -0.5748, 0.4259, 0.3795, 0.2302, -1.9670, 0.2795, -0.4673, 0.4450, 0.3715, -0.2901, 0.1174, -0.3909, -0.3497, -1.7782, 0.4635, 1.3326, 0.1964, -1.8826, 0.4691, -1.1672, 0.4723, -1.1764, 0.3993, 0.2416, 0.3885, -0.7179, -2.0050, -0.7215, 0.7607, 0.3053, -0.2161, 1.8701, -0.7462, -0.3243, -0.2560, 0.3580, 1.4346, -0.2736, 0.3631, 0.3659, 0.3304, 0.3932], "e_tot_ev": -143301.338, "orbital_gap_ha": 0.1566, "charge": 0}


Record 2
{"formula": "C3H9O2SSi", "method": "wB97M-V/def2-TZVPD", "symbols": ["Si", "S", "H", "C", "H", "H", "H", "H", "C", "H", "H", "O", "C", "O", "H", "H"], "positions_angstrom": [[2.41, -0.03, -0.53], [5.49, 0.42, 0.28], [2.05, -1.46, -0.14], [0.53, 0.79, -0.08], [-2.55, -0.58, 0.16], [2.19, 0.31, -1.93], [-0.59, -0.66, -1.17], [-0.10, -1.19, 0.46], [-0.44, -0.33, -0.12], [0.56, 1.11, 0.89], [-1.78, 0.21, 1.45], [3.66, 0.59, 0.23], [-1.84, 0.14, 0.40], [5.82, -1.06, 0.06], [-2.16, 0.99, -0.11], [0.45, 1.67, -0.80]], "nbo_charge": [1.4667, 0.6708, -0.2508, -0.7947, 0.1844, -0.2657, 0.1806, 0.2006, -0.3972, 0.1919, 0.1927, -1.1663, -0.5989, -1.0112, 0.1939, 0.2030], "e_tot_ev": -26064.784, "orbital_gap_ha": 0.2073, "charge": -1, "smiles": "CCC[SiH2]OS[O-]"}